# 1
A cluster of 4 separate species, C17H33FN2O7 in total. Source: the OMol25 dataset; level of theory: ωB97M-V with the def2-TZVPD basis set.

Each line ends with the Löwdin charge.
Element x y z (Å)
N (-1.265, 0.397, -1.277)  -0.02
C (0.164, 0.003, -1.595)  -0.18
C (0.990, 0.274, -0.269)  -0.07
C (0.820, -0.393, 0.956)  -0.01
C (-0.258, -1.574, 1.103)  -0.12
O (-0.772, -1.675, 2.449)  -0.16
O (-2.107, -1.325, 2.485)  -0.06
C (1.731, 0.060, 2.200)  -0.20
O (2.167, -0.721, 3.052)  0.11
C (1.999, 1.645, 2.275)  -0.12
N (2.074, 2.353, 3.539)  0.10
C (2.153, 2.317, 1.045)  -0.08
F (2.349, 3.713, 1.015)  0.01
C (2.098, 1.441, -0.282)  -0.21
O (2.841, 1.582, -1.265)  0.08
H (-1.726, 0.777, -2.115)  0.07
H (-1.202, 1.116, -0.539)  0.08
H (0.239, -1.055, -1.995)  0.13
H (0.548, 0.745, -2.385)  0.12
H (0.333, -2.542, 0.907)  0.13
H (-1.067, -1.541, 0.303)  0.12
H (-2.268, -0.555, 1.882)  0.09
H (1.241, 2.217, 4.120)  0.10
H (2.304, 3.344, 3.420)  0.09
C (5.075, 5.843, -1.970)  -0.07
C (6.042, 4.976, -1.178)  -0.50
C (5.918, 3.512, -1.569)  -0.06
O (5.775, 5.119, 0.216)  -0.06
H (4.039, 5.547, -1.777)  0.08
H (5.167, 6.891, -1.671)  0.08
H (5.265, 5.767, -3.043)  0.08
H (7.066, 5.317, -1.350)  0.14
H (4.911, 3.136, -1.362)  0.06
H (6.610, 2.899, -0.984)  0.08
H (6.133, 3.366, -2.630)  0.08
H (4.871, 4.820, 0.378)  0.07
C (-6.239, 0.926, -0.721)  -0.06
C (-4.810, 0.517, -0.396)  -0.51
C (-4.658, -0.995, -0.375)  -0.06
O (-4.442, 1.048, 0.877)  -0.06
H (-6.934, 0.546, 0.034)  0.08
H (-6.335, 2.015, -0.721)  0.08
H (-6.545, 0.548, -1.699)  0.08
H (-4.129, 0.944, -1.136)  0.12
H (-5.299, -1.443, 0.392)  0.09
H (-3.630, -1.274, -0.129)  0.05
H (-4.917, -1.432, -1.343)  0.08
H (-5.039, 0.675, 1.539)  0.09
C (-2.296, -5.257, 0.948)  -0.06
C (-1.426, -5.443, -0.285)  -0.50
C (-1.099, -6.910, -0.516)  -0.07
O (-0.215, -4.706, -0.127)  -0.07
H (-1.781, -5.614, 1.846)  0.09
H (-2.514, -4.197, 1.109)  0.07
H (-3.241, -5.797, 0.850)  0.08
H (-1.939, -5.039, -1.162)  0.14
H (-0.543, -7.324, 0.332)  0.08
H (-0.464, -7.028, -1.398)  0.08
H (-2.008, -7.500, -0.658)  0.08
H (0.248, -5.055, 0.646)  0.09

Computed properties:
Orbital gap, eV: 8.21
Net charge: 0
Energy above the lowest of the compared OMol25 structures with the same formula, charge and spin, kcal per mole: 39.61
Largest force on an atom, eV/Å: 3.570
HOMO, eV: -9.3
SMILES: NCC1=C(COO)C(=O)C(N)=C(F)C1=O.CC(C)O.CC(C)O.CC(C)O

***

# 2
A structure of composition C27H53ClIrN7OSSb. Source: the OMol25 dataset; level of theory: ωB97M-V with the def2-TZVPD basis set.

Each line ends with the Löwdin charge.
Element x y z (Å)
Ir (1.900, 1.609, -0.833)  0.75
N (1.405, 3.114, 0.610)  -0.11
C (2.501, 3.388, 1.595)  -0.19
C (3.718, 3.940, 0.866)  -0.16
C (4.390, 2.990, -0.113)  -0.19
N (3.596, 2.715, -1.360)  -0.11
H (1.193, 4.022, 0.197)  0.10
H (0.547, 2.851, 1.093)  0.10
H (2.724, 2.464, 2.133)  0.12
H (2.152, 4.117, 2.326)  0.14
H (4.465, 4.210, 1.614)  0.14
H (3.462, 4.883, 0.369)  0.13
H (4.566, 2.018, 0.362)  0.11
H (5.362, 3.383, -0.411)  0.14
H (4.189, 2.162, -1.978)  0.08
H (3.442, 3.580, -1.878)  0.10
C (4.025, -1.158, -0.096)  -0.05
N (4.734, -0.726, -1.299)  -0.18
C (6.188, -0.603, -1.107)  -0.01
C (4.115, -0.425, -2.447)  -0.66
S (2.398, -0.033, -2.477)  0.67
N (4.752, -0.500, -3.610)  -0.17
C (4.284, 0.164, -4.833)  -0.04
C (5.816, -1.490, -3.876)  0.01
H (4.537, -2.028, 0.315)  0.12
H (3.002, -1.431, -0.332)  0.05
H (4.046, -0.370, 0.665)  0.08
H (6.356, -0.069, -0.171)  0.10
H (6.638, -0.043, -1.919)  0.10
H (6.665, -1.579, -1.030)  0.11
H (3.720, 1.061, -4.595)  0.06
H (3.662, -0.510, -5.422)  0.11
H (5.159, 0.435, -5.420)  0.11
H (5.869, -2.217, -3.074)  0.10
H (6.782, -1.008, -4.019)  0.11
H (5.547, -2.012, -4.794)  0.12
C (-5.685, -1.743, 0.431)  -0.03
C (-4.284, -1.857, -0.182)  -0.51
C (-3.862, -0.455, -0.645)  -0.04
C (-4.399, -2.763, -1.419)  -0.02
C (-3.245, -2.426, 0.841)  -0.42
O (-3.405, -3.829, 0.998)  0.01
C (-3.291, -1.765, 2.255)  -0.07
C (-4.302, -2.460, 3.195)  -0.11
C (-4.197, -2.109, 4.641)  -0.11
C (-3.074, -2.543, 5.402)  0.02
C (-3.041, -2.380, 6.752)  -0.03
C (-4.143, -1.747, 7.398)  -0.60
Cl (-4.141, -1.583, 9.051)  0.96
C (-5.256, -1.266, 6.648)  -0.02
C (-5.267, -1.447, 5.298)  0.03
C (-1.802, -2.402, 0.252)  0.00
N (-0.901, -1.250, 0.488)  -0.05
C (-0.492, -0.359, -0.405)  -0.13
N (0.534, 0.337, 0.092)  -0.13
C (0.701, -0.200, 1.344)  -0.17
N (-0.137, -1.166, 1.597)  0.16
H (-6.397, -1.487, -0.354)  0.11
H (-5.744, -0.960, 1.190)  0.09
H (-6.030, -2.683, 0.865)  0.10
H (-4.697, 0.021, -1.160)  0.10
H (-3.045, -0.507, -1.371)  0.06
H (-3.575, 0.198, 0.184)  0.08
H (-4.911, -2.219, -2.213)  0.10
H (-4.997, -3.654, -1.224)  0.10
H (-3.440, -3.100, -1.814)  0.09
H (-4.287, -4.108, 0.726)  0.11
H (-3.523, -0.700, 2.176)  0.12
H (-2.299, -1.841, 2.707)  0.10
H (-4.116, -3.537, 3.126)  0.15
H (-5.322, -2.288, 2.869)  0.10
H (-2.265, -3.057, 4.899)  0.14
H (-2.218, -2.739, 7.356)  0.13
H (-6.074, -0.789, 7.171)  0.14
H (-6.118, -1.117, 4.717)  0.14
H (-1.834, -2.509, -0.829)  0.12
H (-1.286, -3.268, 0.659)  0.15
H (-0.905, -0.267, -1.395)  0.13
H (1.460, 0.109, 2.046)  0.12
C (1.142, 4.395, -3.329)  -0.24
Sb (0.327, 2.622, -2.533)  1.36
C (-1.453, 3.174, -1.543)  -0.24
C (-0.204, 1.370, -4.140)  -0.26
H (0.443, 4.768, -4.079)  0.05
H (2.097, 4.199, -3.814)  0.03
H (1.254, 5.149, -2.551)  0.03
H (-2.228, 3.294, -2.301)  0.04
H (-1.321, 4.126, -1.031)  0.03
H (-1.759, 2.403, -0.837)  0.01
H (-1.174, 1.708, -4.506)  0.04
H (-0.263, 0.331, -3.824)  0.00
H (0.544, 1.470, -4.923)  0.03

Computed properties:
Multiplicity: 2
Orbital gap (spin up / spin down), eV: 6.68 / 6.92
Net charge: +4
Energy above the lowest of the compared OMol25 structures with the same formula, charge and spin, kcal per mole: 0.00
Largest force on an atom, eV/Å: 0.505
HOMO (spin up / spin down), eV: -18.3 / -19.0

***

# 3
A structure of composition C37H25N6OS3Tl. Source: the OMol25 dataset; level of theory: ωB97M-V with the def2-TZVPD basis set.

Each line ends with the Löwdin charge.
Element x y z (Å)
Tl (-0.233, -0.318, 0.379)  0.53
C (0.724, 2.010, 5.368)  -0.09
C (-0.519, 2.353, 4.852)  -0.08
C (-0.754, 2.298, 3.487)  -0.03
C (0.262, 1.911, 2.615)  -0.31
C (1.501, 1.554, 3.137)  -0.04
C (1.731, 1.605, 4.504)  -0.08
N (0.039, 1.779, 1.221)  -0.02
C (-0.503, 2.765, 0.510)  -0.23
C (-0.537, 4.133, 0.956)  -0.01
C (-0.994, 5.124, 0.148)  -0.07
C (-1.483, 4.876, -1.165)  -0.09
C (-1.502, 3.599, -1.622)  -0.02
C (-1.039, 2.536, -0.804)  -0.20
N (-1.112, 1.233, -1.192)  -0.02
N (-1.587, 0.903, -2.305)  0.11
C (-1.545, -0.502, -2.527)  -0.31
C (-2.327, -1.002, -3.562)  0.00
C (-2.317, -2.362, -3.797)  -0.05
C (-1.521, -3.187, -3.008)  -0.04
C (-0.764, -2.602, -2.014)  -0.11
N (-0.771, -1.286, -1.788)  0.04
H (0.900, 2.044, 6.435)  0.10
H (-1.319, 2.651, 5.519)  0.10
H (-1.733, 2.535, 3.089)  0.12
H (2.281, 1.231, 2.458)  0.08
H (2.700, 1.321, 4.895)  0.10
H (-0.154, 4.360, 1.941)  0.11
H (-0.976, 6.145, 0.514)  0.11
H (-1.833, 5.693, -1.780)  0.10
H (-1.873, 3.354, -2.608)  0.11
H (-2.929, -0.315, -4.139)  0.12
H (-2.929, -2.783, -4.584)  0.11
H (-1.485, -4.256, -3.159)  0.11
H (-0.125, -3.191, -1.365)  0.12
S (0.887, -2.034, 1.730)  0.63
C (-0.539, -3.031, 2.039)  -0.66
C (-0.258, -4.320, 2.502)  -0.08
C (-1.253, -5.229, 2.808)  -0.19
C (-0.891, -6.542, 3.282)  -0.17
N (-0.582, -7.588, 3.643)  0.16
C (-2.590, -4.855, 2.635)  -0.19
C (-2.882, -3.586, 2.171)  -0.07
C (-1.889, -2.643, 1.875)  -0.67
S (-2.453, -1.070, 1.332)  0.62
C (-3.666, -5.774, 2.917)  -0.17
N (-4.530, -6.502, 3.129)  0.17
H (0.774, -4.620, 2.628)  0.11
H (-3.918, -3.307, 2.033)  0.11
O (1.742, 0.270, -0.904)  -0.60
S (3.001, 0.958, -0.425)  1.04
C (3.140, 2.421, -1.411)  -0.38
C (3.634, 3.571, -0.819)  -0.08
C (3.728, 4.729, -1.583)  -0.07
C (3.310, 4.719, -2.904)  -0.07
C (2.795, 3.559, -3.476)  -0.06
C (2.707, 2.397, -2.731)  -0.05
C (4.330, -0.017, -1.105)  -0.36
C (4.023, -1.220, -1.714)  -0.06
C (5.064, -2.001, -2.204)  -0.06
C (6.377, -1.577, -2.075)  -0.07
C (6.666, -0.368, -1.451)  -0.07
C (5.641, 0.419, -0.956)  -0.07
H (3.924, 3.569, 0.225)  0.11
H (4.110, 5.638, -1.139)  0.11
H (3.374, 5.625, -3.493)  0.11
H (2.459, 3.565, -4.505)  0.11
H (2.295, 1.486, -3.148)  0.12
H (2.990, -1.532, -1.795)  0.11
H (4.844, -2.946, -2.684)  0.11
H (7.182, -2.190, -2.457)  0.11
H (7.692, -0.041, -1.348)  0.11
H (5.860, 1.362, -0.469)  0.11

Computed properties:
Orbital gap, eV: 6.27
Net charge: 0
Energy above the lowest of the compared OMol25 structures with the same formula, charge and spin, kcal per mole: 0.00
Largest force on an atom, eV/Å: 0.700
HOMO, eV: -7.5

***

The highest net charge belongs to which entry?
C27H53ClIrN7OSSb

***

The highest net charge belongs to which entry?
C27H53ClIrN7OSSb

***

Look up the largest force on an atom of the third one.
0.700 eV/Å

***

What is the net charge in the second record?
+4